1.
C5H10O in the gas phase, computed with ωB97M-V with the def2-TZVPD basis set.

Each atom is followed by the atoms it is bonded to, with distances in Å.
Positions of all 16 atoms, in Å:
1 C 2.02 1.85 -0.33  C2 1.327, H7 1.089, H8 1.084
2 C 1.15 1.00 -0.87  C1 1.327, C3 1.500, H9 1.090
3 C 0.75 -0.29 -0.22  C2 1.500, C4 1.544, H10 1.097, H11 1.097
4 C -0.48 0.14 0.60  C3 1.544, O5 1.398, H12 1.107, H13 1.091
5 O -1.28 -0.83 1.21  C4 1.398, C6 1.399
6 C -1.96 -1.67 0.32  O5 1.399, H14 1.091, H15 1.098, H16 1.105
7 H 2.59 1.56 0.56  C1 1.089
8 H 2.17 2.84 -0.73  C1 1.084
9 H 0.53 1.33 -1.70  C2 1.090
10 H 0.56 -1.08 -0.96  C3 1.097
11 H 1.55 -0.64 0.44  C3 1.097
12 H -1.10 0.80 -0.03  C4 1.107
13 H -0.07 0.72 1.43  C4 1.091
14 H -2.47 -2.40 0.94  C6 1.091
15 H -1.25 -2.19 -0.34  C6 1.098
16 H -2.69 -1.14 -0.31  C6 1.105

Summary:
**Energy above the lowest of the compared OMol25 structures with the same formula, charge and spin**: 36.52 kcal/mol
**E_HOMO**: -9.56 eV
**LUMO energy**: 1.11 eV
**Structure (SMILES)**: C=CCCOC
**Kohn-Sham gap**: 0.3921 Ha
**Multiplicity**: 1
**Largest force on an atom**: 0.4 eV Å⁻¹

2.
C5H10O in the gas phase, computed with ωB97M-V with the def2-TZVPD basis set.

Each atom is followed by the atoms it is bonded to, with distances in Å.
Positions of all 16 atoms, in Å:
1 C -0.45 1.85 0.22  C2 1.332, H7 1.085, H8 1.087
2 C 0.70 1.23 -0.04  C1 1.332, C3 1.510, H9 1.090
3 C 0.83 0.07 -1.00  C2 1.510, C4 1.532, H10 1.093, H11 1.099
4 C -0.31 -0.94 -0.81  C3 1.532, C5 1.555, H12 1.096, H13 1.098
5 C -0.52 -1.32 0.69  C4 1.555, O6 1.427, H14 1.097, H15 1.090
6 O 0.51 -0.90 1.58  C5 1.427, H16 0.966
7 H -0.54 2.62 0.98  C1 1.085
8 H -1.36 1.57 -0.30  C1 1.087
9 H 1.60 1.51 0.50  C2 1.090
10 H 1.78 -0.44 -0.83  C3 1.093
11 H 0.84 0.44 -2.03  C3 1.099
12 H -0.09 -1.84 -1.40  C4 1.096
13 H -1.24 -0.54 -1.23  C4 1.098
14 H -1.50 -0.94 1.02  C5 1.097
15 H -0.54 -2.40 0.79  C5 1.090
16 H 0.30 0.01 1.85  O6 0.966

Summary:
**Energy above the lowest of the compared OMol25 structures with the same formula, charge and spin**: 29.57 kcal/mol
**E_HOMO**: -9.52 eV
**LUMO energy**: 1.04 eV
**Structure (SMILES)**: C=CCCCO
**Kohn-Sham gap**: 0.3884 Ha
**Multiplicity**: 1
**Largest force on an atom**: 0.3 eV Å⁻¹